Record 1
ORCA calculation (ωB97M-V/def2-TZVPD) on C39H35N4O5P2Re as an isolated structure.

Values from the calculation:
- Charge: +3
- Energy relative to the best compared isomer or geometry (same formula, charge and spin): 61.7 kcal per mole
- Highest occupied orbital energy (alpha / beta): -0.583 / -0.570 Eh
- 2S+1: 2
- ⟨S²⟩: 0.76
- HOMO-LUMO gap (alpha / beta): 5.57 / 5.21 eV

Structure (XYZ):
```
86
Properties=species:S:1:pos:R:3:mulliken_charge:R:1
Re 0.08968 -0.00043 -0.19380 1.7366
O 0.87744 -1.02629 4.19355 -0.4649
C 0.31489 -0.64107 3.07747 0.3039
O 0.89992 -0.48956 2.02030 -0.6399
C -1.15984 -0.38884 3.23579 -0.6629
O -1.62631 -0.26487 1.90903 -0.1584
C -3.02037 -0.19361 1.71788 -1.2182
C -3.14834 -0.50021 0.24136 0.1668
O -3.89655 -1.83650 -1.64775 -0.2843
O -2.29584 -0.10032 -0.51940 -0.3070
H 1.84404 -1.10817 4.09907 0.4455
H -1.63321 -1.21478 3.77201 0.4806
H -1.30420 0.52935 3.81264 0.3592
H -3.56753 -0.89886 2.34700 0.5086
H -3.40503 0.81661 1.90707 0.3718
C 5.60496 -1.65344 0.31936 -0.7057
C 4.39840 -2.28027 0.04654 -0.8504
C 3.25452 -1.52321 -0.13567 1.0158
C 3.29982 -0.14383 -0.04034 -0.4638
C 4.51291 0.49032 0.23926 -0.5299
C 5.65609 -0.26554 0.41300 -0.7363
N 2.09456 0.62370 -0.22797 1.5369
N 2.32851 1.85623 -0.36585 -0.7557
C 1.21774 2.67269 -0.41084 0.2341
C 1.38936 4.03939 -0.58463 -0.6367
C 0.27762 4.85441 -0.55941 -0.4762
C -0.97494 4.27578 -0.36913 -1.0083
C -1.07101 2.90949 -0.22631 -0.2350
N 0.00814 2.10461 -0.24652 0.1189
H 6.50363 -2.24097 0.45789 0.4747
H 4.34853 -3.35881 -0.03633 0.5122
H 2.32870 -2.00554 -0.39073 -0.4345
H 4.54955 1.56558 0.32515 0.5288
H 6.59535 0.22758 0.62646 0.4575
H 2.39079 4.42097 -0.73254 0.6203
H 0.37565 5.92481 -0.68290 0.4789
H -1.86912 4.88256 -0.33131 0.4934
H -2.03053 2.42684 -0.10608 0.4462
N 0.33327 -1.99784 -2.47600 0.4741
P -0.02968 -2.35478 -0.87334 0.4273
C 0.73451 -3.93476 -0.49899 0.8240
C 1.31960 -4.13619 0.75066 0.1573
C 1.86444 -5.37428 1.06681 -0.7752
C 1.82463 -6.40417 0.13717 -0.6343
C 1.23265 -6.20934 -1.10750 -0.8693
C 0.68029 -4.98023 -1.42590 -0.9075
C -1.85271 -2.77412 -0.79634 0.5344
C -2.30573 -3.33771 0.36011 -0.1298
C -3.68045 -3.50610 0.77468 -0.8191
C -4.63104 -2.61109 0.48005 -0.9620
C -4.28501 -1.38895 -0.32535 0.2166
C -2.72223 -2.31243 -1.81178 -0.8280
P 0.21596 -0.29392 -2.60081 0.2661
C -1.05665 -0.01402 -3.84330 0.6457
C -2.28018 0.59820 -3.57328 0.1401
C -3.24402 0.68586 -4.57124 -0.7825
C -2.99027 0.15974 -5.82977 -0.6183
C -1.76388 -0.43515 -6.10913 -0.7667
C -0.79275 -0.51474 -5.12413 -0.7271
C 1.73346 0.31793 -3.32441 0.7881
C 2.88897 -0.45483 -3.38879 -0.5604
C 4.06300 0.11285 -3.86553 -0.7331
C 4.08422 1.44418 -4.25703 -0.6263
C 2.92940 2.21674 -4.18949 -0.7767
C 1.75005 1.65614 -3.72479 -0.6860
H 0.25972 -2.62967 -3.26595 0.3948
H 1.36839 -3.32107 1.46577 0.3795
H 2.32241 -5.53372 2.03449 0.4843
H 2.25806 -7.36595 0.38029 0.4516
H 1.19701 -7.01866 -1.82513 0.4803
H 0.20878 -4.84539 -2.39378 0.3181
H -1.55019 -3.80653 0.99058 0.6412
H -3.91924 -4.35966 1.39997 0.5352
H -5.66357 -2.75492 0.77654 0.5347
H -5.16576 -0.76868 -0.49371 0.6350
H -2.43629 -2.32749 -2.86314 0.6597
H -2.46971 1.02400 -2.59660 0.2588
H -4.19048 1.17155 -4.36892 0.4889
H -3.74451 0.22526 -6.60342 0.4504
H -1.56227 -0.82435 -7.09836 0.4653
H 0.17715 -0.94213 -5.35725 0.4700
H 2.86975 -1.49225 -3.07830 0.3993
H 4.96059 -0.48796 -3.93852 0.4983
H 5.00119 1.88034 -4.63215 0.4592
H 2.94760 3.25096 -4.50931 0.5046
H 0.84076 2.25045 -3.69377 0.4971
```



Record 2
ORCA calculation (ωB97M-V/def2-TZVPD) on a 9-piece molecular cluster, C30H84N6O9 overall.

Values from the calculation:
- Energy relative to the best compared isomer or geometry (same formula, charge and spin): 156.3 kcal per mole
- SMILES: COC[C@H](C)N.COC[C@H](C)N.COC[C@H](C)N.COC[C@H](C)N.COC[C@H](C)N.COC[C@H](C)N.CCO.CCO.CCO
- Highest occupied orbital energy: -0.335 Eh
- HOMO-LUMO gap: 9.42 eV

Structure (XYZ):
```
129
Properties=species:S:1:pos:R:3:mulliken_charge:R:1
C -6.71260 -7.66726 -3.05229 -0.7197
O -7.05011 -8.57291 -1.97737 -0.3148
C -7.27266 -7.97896 -0.68792 -0.5516
C -7.35345 -9.17392 0.33696 0.4147
C -8.74132 -9.91006 0.31470 -1.2929
N -6.91329 -8.78210 1.69054 -0.6543
H -6.77817 -8.18606 -4.00866 0.2473
H -5.77919 -7.11187 -2.96064 0.2735
H -7.52668 -6.94461 -2.99616 0.3071
H -6.36477 -7.44836 -0.40105 0.3139
H -8.13933 -7.31851 -0.65982 0.3522
H -6.61809 -9.92532 0.04932 0.2302
H -9.23080 -10.28222 -0.58530 0.3312
H -9.47301 -9.23007 0.75100 0.3269
H -8.63147 -10.78419 0.95651 0.3004
H -7.36124 -8.01336 2.16852 0.1998
H -5.92102 -8.61374 1.77515 0.2360
C -1.65810 -2.18617 1.89046 -0.7070
O -0.44237 -1.71714 1.39501 -0.2853
C -0.51188 -0.38733 0.80459 -0.6071
C 0.92655 0.16918 0.62895 0.3796
C 1.95562 -0.19687 1.67291 -1.3562
N 0.82591 1.60460 0.36124 -0.6790
H -2.23408 -1.41122 2.39622 0.3103
H -1.41028 -3.02926 2.53535 0.2371
H -2.34075 -2.36966 1.06075 0.2757
H -0.93689 -0.45807 -0.19664 0.3207
H -1.12168 0.26656 1.42803 0.3804
H 1.31300 -0.32396 -0.26300 0.1858
H 1.68417 0.27288 2.61829 0.3057
H 2.99140 -0.07826 1.35480 0.3750
H 1.78669 -1.26965 1.76624 0.3306
H 0.36125 1.99905 1.16660 0.2692
H 1.71143 2.08952 0.33284 0.2647
C -4.99570 5.69728 -1.29750 -0.7651
O -5.79637 6.15300 -0.17082 -0.3109
C -5.14976 6.93763 0.84074 -0.6287
C -6.21912 7.41191 1.81145 0.5877
C -6.74449 8.84304 1.61186 -1.4983
N -5.80691 7.35746 3.22301 -0.8119
H -5.42232 4.99871 -2.01730 0.2880
H -4.20315 5.02545 -0.96792 0.3031
H -4.52933 6.52688 -1.82886 0.3005
H -4.46652 6.31356 1.41677 0.3287
H -4.62480 7.79285 0.41513 0.3142
H -7.06911 6.72982 1.79184 0.2620
H -5.96439 9.59958 1.69677 0.3443
H -7.53445 9.04357 2.33563 0.3921
H -7.22153 8.98906 0.64273 0.3568
H -5.77260 6.40260 3.55036 0.2729
H -6.65820 7.59409 3.71231 0.2642
C 4.97812 -4.30340 -5.26258 -0.7667
O 5.57139 -5.34334 -6.00450 -0.3076
C 6.59317 -5.02534 -6.90043 -0.7665
C 7.23707 -6.33929 -7.67809 0.3286
C 7.93469 -7.10261 -6.56805 -1.3234
N 8.16765 -5.92348 -8.71457 -0.7229
H 4.25980 -3.65187 -5.76021 0.2984
H 5.65640 -3.61042 -4.76480 0.3197
H 4.41334 -4.74223 -4.44007 0.2699
H 6.06232 -4.45179 -7.66027 0.3670
H 7.28064 -4.34328 -6.40015 0.4024
H 6.54137 -6.89752 -8.30457 0.2668
H 8.44275 -7.97361 -6.98196 0.3892
H 7.07697 -7.21273 -5.90451 0.3758
H 8.66402 -6.50461 -6.02164 0.3256
H 9.09013 -5.84130 -8.31162 0.2880
H 7.98274 -4.93116 -8.74932 0.2558
C 8.59212 6.85270 6.32558 -0.7665
O 8.60103 5.70676 7.30016 -0.4056
C 8.60152 4.41911 6.72521 -0.7230
C 7.21463 4.00357 6.01848 0.4907
C 6.05567 4.28296 7.00893 -1.3939
N 7.05935 2.64904 5.50036 -0.6260
H 7.73174 7.50201 6.48756 0.2762
H 8.59481 6.57317 5.27203 0.3540
H 9.55153 7.33223 6.51971 0.2904
H 9.39364 4.34162 5.98046 0.4183
H 9.04137 3.65231 7.36291 0.4464
H 7.00662 4.75917 5.26093 0.0675
H 6.17608 5.33354 7.27327 0.3284
H 6.21172 3.72679 7.93329 0.3528
H 5.03460 4.05051 6.70648 0.3793
H 6.23548 2.12644 5.76161 0.2552
H 7.78599 2.08533 5.91787 0.2554
C 5.93803 10.88883 0.12670 -0.7315
O 5.00430 10.50825 0.97244 -0.3640
C 4.95426 9.13629 1.34905 -0.7154
C 4.80223 8.11058 0.22694 0.3798
C 3.57265 8.31155 -0.64359 -1.3018
N 4.77424 6.76186 0.85861 -0.6986
H 5.75392 11.89069 -0.26123 0.2543
H 6.06575 10.29798 -0.78031 0.2766
H 6.90794 10.98263 0.61514 0.3117
H 5.91151 9.07237 1.86644 0.3924
H 4.17711 8.90951 2.07893 0.3431
H 5.69069 8.16070 -0.40254 0.3096
H 3.74458 9.16362 -1.30126 0.3237
H 2.61876 8.53864 -0.16756 0.3255
H 3.56450 7.51164 -1.38398 0.3844
H 4.08747 6.74697 1.59904 0.2654
H 5.69245 6.54983 1.22197 0.2458
C -7.93935 0.39789 1.99930 -0.9663
C -7.36136 0.15045 0.61115 -0.1909
O -7.55603 -1.14246 0.20125 -0.4923
H -7.27929 0.12338 2.82213 0.2733
H -8.88823 -0.08089 2.24113 0.2896
H -8.07710 1.46532 2.17168 0.3081
H -6.28547 0.27937 0.72922 0.1567
H -7.85352 0.75097 -0.15386 0.3159
H -8.27624 -1.09045 -0.43136 0.3055
C -3.30702 -2.25101 -4.76700 -0.9924
C -4.47897 -1.36043 -5.40537 -0.1819
O -3.92075 -0.27077 -6.16624 -0.5222
H -3.51627 -2.66636 -3.78120 0.3098
H -2.35655 -1.76007 -4.55801 0.3276
H -2.99248 -3.13620 -5.31982 0.3028
H -5.00986 -0.86240 -4.59406 0.2081
H -5.10892 -1.97348 -6.04992 0.2585
H -3.77751 -0.61557 -7.05065 0.2901
C -1.00253 -9.44466 0.52340 -0.9655
C -0.16463 -10.64954 0.98230 -0.1994
O 1.14837 -10.23804 1.34239 -0.5182
H -0.42231 -8.95132 -0.25639 0.2788
H -1.15030 -8.72158 1.32553 0.2857
H -1.94910 -9.85530 0.17204 0.2957
H -0.25636 -11.37869 0.17729 0.2335
H -0.63905 -11.09786 1.85525 0.2778
H 1.46657 -10.80920 2.04533 0.3120
```



Record 3
ORCA calculation (ωB97M-V/def2-TZVPD) on one molecule with the formula C6H9NO3.

Values from the calculation:
- Energy relative to the best compared isomer or geometry (same formula, charge and spin): 99.2 kcal per mole
- Highest occupied orbital energy: -0.296 Eh
- HOMO-LUMO gap: 6.87 eV

Structure (XYZ):
```
19
Properties=species:S:1:pos:R:3:mulliken_charge:R:1
C 0.98643 -0.43316 -0.50285 0.4122
C 1.87181 0.18132 -1.58189 -1.3613
C -0.70830 -0.28854 -0.87852 0.6326
C -1.56861 -0.09820 0.72325 0.2035
C 0.82929 0.22566 0.70658 0.3351
N -1.80725 -1.28353 1.32295 -0.3864
C 0.91529 0.98744 1.74457 -0.8057
O -0.87601 0.97907 -1.41088 -0.5907
O -1.15483 -1.32621 -1.39635 -0.6977
O -2.11431 0.95631 0.99107 -0.6623
H -1.52544 1.45082 -0.85713 0.3634
H 1.12730 -1.50727 -0.39369 0.3111
H -2.60083 -1.34403 1.94671 0.2730
H -1.58226 -2.10552 0.78125 0.2490
H 1.67618 1.24737 -1.67296 0.3314
H 1.63758 -0.29369 -2.53449 0.3505
H 2.92596 0.01141 -1.35721 0.3944
H 1.90940 1.23696 2.11194 0.2953
H 0.05861 1.40380 2.25767 0.3526
```



Record 4
ORCA calculation (ωB97M-V/def2-TZVPD) on a 6-piece molecular cluster, C42H67Cl2FI2O13 overall.

Values from the calculation:
- SMILES: C[C@@H](I)[C@H](I)c1ccc2c(c1CCCCl)C(=O)c1c(Cl)cc(CC(=O)F)cc1C2=O.COCCOC.COCCOC.COCCOC.COCCOC.COCCOC
- Highest occupied orbital energy: -0.330 Eh
- HOMO-LUMO gap: 7.85 eV

Structure (XYZ):
```
127
Properties=species:S:1:pos:R:3:mulliken_charge:R:1
C -1.39831 -0.83500 1.63598 -0.3562
C -0.66620 -1.62362 0.47659 -0.1567
I -1.20003 -0.85342 -1.51385 0.0567
C 0.91550 -1.80513 0.67446 -0.8447
I 1.56822 -1.43891 2.74394 0.1156
C 1.81322 -1.07914 -0.37149 0.4658
C 2.57847 -1.93091 -1.32235 -1.4299
C 3.49317 -1.41516 -2.33143 -1.2113
C 3.70027 0.02692 -2.44609 0.5853
C 2.91923 0.91674 -1.54205 0.9578
C 1.98905 0.37631 -0.52040 0.5098
C 1.24646 1.38509 0.40397 -1.0533
C 0.03059 2.14969 -0.27403 0.1712
C -0.04169 3.68414 0.09034 -0.5296
Cl -1.79715 4.17116 0.36985 -0.2022
C 3.16753 2.43955 -1.74887 -0.1232
O 2.31150 3.29133 -1.77475 -0.4254
C 4.67459 2.83263 -1.98999 0.0085
C 5.26445 4.01067 -1.36148 0.1163
Cl 4.27099 5.04257 -0.26606 -0.2017
C 6.67992 4.32830 -1.62296 -0.4193
C 7.44051 3.44372 -2.52025 0.8429
C 8.95697 3.82800 -2.72699 -1.0410
C 9.75681 3.39454 -1.44137 0.6363
O 9.80506 2.25633 -1.11386 -0.4288
F 10.40567 4.31622 -0.62211 -0.2568
C 6.84978 2.24886 -3.16515 -0.9103
C 5.45148 1.94185 -2.89201 0.5513
C 4.69661 0.68669 -3.46397 -0.0361
O 4.85787 0.28088 -4.58822 -0.5096
H -1.45297 -1.46795 2.57064 0.0407
H -0.98003 0.17925 1.84403 0.1584
H -2.47599 -0.72804 1.30327 -0.1305
H -1.11980 -2.65715 0.48759 0.6353
H 1.10993 -2.90790 0.53464 0.6478
H 2.44126 -3.04086 -1.24436 0.2973
H 4.03720 -2.10510 -3.01555 0.4153
H 2.00585 2.18156 0.68024 0.5729
H 0.88504 0.96336 1.37271 0.2715
H 0.03725 1.95482 -1.37721 0.4084
H -0.91014 1.69003 0.14970 -0.3926
H 0.32332 4.35800 -0.72580 0.2837
H 0.57159 3.91458 1.00826 0.3950
H 7.17063 5.20804 -1.12822 0.3912
H 8.97165 4.93782 -2.89675 0.3510
H 9.42089 3.30914 -3.60514 0.3922
H 7.43892 1.57871 -3.83204 0.3499
C -0.74677 -3.08505 -7.71093 -0.6912
O -2.08618 -2.64678 -7.87776 -0.3817
C -2.92840 -3.04476 -6.80189 -0.5481
C -3.17431 -1.89747 -5.83423 -0.5125
O -1.97921 -1.52436 -5.15751 -0.1546
C -1.38621 -0.35652 -5.70659 -0.7018
H -0.12347 -2.55224 -8.43029 0.2461
H -0.37201 -2.87730 -6.70606 0.2726
H -0.67815 -4.15846 -7.91540 0.3313
H -2.51201 -3.91288 -6.28082 0.3136
H -3.88588 -3.34403 -7.24035 0.3694
H -3.88434 -2.22912 -5.06981 0.3560
H -3.61394 -1.03780 -6.34988 0.3236
H -1.95342 0.52769 -5.39680 0.1706
H -1.33417 -0.39809 -6.79694 0.4223
H -0.37151 -0.27465 -5.31458 0.2217
C -2.99191 -2.67522 4.72938 -1.0666
O -1.60353 -2.65138 5.03194 -0.1680
C -1.34841 -2.30048 6.38719 -0.5988
C -1.02611 -3.52640 7.22764 -0.5435
O -2.15461 -4.38526 7.34760 -0.3907
C -2.08211 -5.50310 6.47678 -0.6816
H -3.12113 -3.17427 3.76742 0.2223
H -3.56386 -3.22108 5.48303 0.5316
H -3.37306 -1.65221 4.64669 0.3902
H -2.19088 -1.74542 6.81169 0.3665
H -0.47656 -1.63791 6.38635 0.3828
H -0.76417 -3.19961 8.23895 0.3866
H -0.16745 -4.06738 6.81667 0.3256
H -1.36415 -6.23153 6.86772 0.3290
H -1.79836 -5.21360 5.46222 0.2589
H -3.06689 -5.96967 6.44060 0.2480
C -6.60945 4.33783 -4.71104 -0.6542
O -6.36821 4.54294 -3.32843 -0.4068
C -6.08260 3.33001 -2.63813 -0.4398
C -4.59076 3.16992 -2.38954 0.1157
O -3.87803 2.99555 -3.61110 -0.2639
C -3.23555 4.18610 -4.03922 -0.7833
H -6.58186 5.30867 -5.20802 0.2459
H -5.85327 3.69355 -5.16570 0.2384
H -7.60226 3.89896 -4.85467 0.3258
H -6.48331 2.46781 -3.18149 0.3788
H -6.59406 3.38484 -1.67190 0.2259
H -4.42869 2.26732 -1.79388 -0.0941
H -4.19361 4.01948 -1.82486 0.2266
H -2.34309 4.36501 -3.43040 0.2426
H -3.89944 5.05189 -3.98355 0.3631
H -2.92836 4.05196 -5.07713 0.2619
C -6.71481 0.17451 3.41644 -0.8002
O -5.49181 0.05815 2.70556 -0.2516
C -5.68854 -0.20793 1.32076 -0.8736
C -5.50763 1.04746 0.48078 -0.0746
O -6.52778 2.00328 0.74859 -0.4220
C -6.08520 3.04401 1.60753 -0.7052
H -6.49890 0.60714 4.39433 0.2499
H -7.42645 0.82234 2.89979 0.3136
H -7.15674 -0.81660 3.56172 0.3152
H -6.67130 -0.65716 1.14542 0.4472
H -4.92798 -0.93857 1.02565 0.3812
H -5.59352 0.77662 -0.57630 0.3891
H -4.51513 1.48412 0.63610 0.2234
H -5.44596 3.73746 1.05092 0.2386
H -5.54287 2.65705 2.47317 0.3498
H -6.96166 3.58681 1.96266 0.2603
C 5.90301 -3.81885 2.97335 -0.8289
O 5.03763 -2.92284 3.65289 -0.2647
C 4.43375 -3.51784 4.79698 -0.1745
C 5.12336 -3.07701 6.07899 -0.5674
O 6.45539 -3.57296 6.14936 -0.3816
C 7.42045 -2.58972 5.80866 -0.7164
H 6.50317 -3.24168 2.26857 0.2593
H 6.57634 -4.33584 3.66084 0.3539
H 5.31383 -4.55231 2.41309 0.3035
H 4.42570 -4.60916 4.71115 0.3221
H 3.39347 -3.17628 4.82351 0.1048
H 4.58062 -3.49716 6.93192 0.3672
H 5.10853 -1.98656 6.17572 0.3239
H 7.53677 -1.88223 6.63618 0.3255
H 7.15104 -2.05050 4.89762 0.3055
H 8.37372 -3.09254 5.64378 0.2459
```